No. 1
{
  "formula": "C3H10NPS2",
  "method": "ωB97M-V with the def2-TZVPD basis set",
  "symbols": ["H", "S", "C", "N", "C", "C", "H", "H", "H", "H", "S", "H", "H", "H", "P", "H", "H"],
  "xyz": [[1.65913, -0.68951, -2.60900], [1.99316, 2.57186, 0.43424], [-0.06283, -0.85954, 2.05145], [-0.17244, -0.56393, 0.62223], [-1.38207, 0.14073, 0.33901], [0.71779, -0.44625, -2.08482], [0.11626, -1.33907, -2.36079], [-0.99573, -1.21417, 2.35450], [-1.23243, 1.13842, 0.67504], [-2.15542, -0.45244, 0.81004], [2.51714, -1.86511, 0.12446], [3.26507, 2.12964, 0.18238], [0.17295, 0.14529, 2.58932], [-1.67064, 0.12679, -0.74613], [1.31541, -0.41067, -0.26543], [0.67348, -1.63644, 2.19238], [0.35996, 0.42394, -2.57217]],
  "forces_ev_per_angstrom": [[-0.0716, 0.2878, 0.2807], [0.3026, -1.9822, -0.6177], [1.6514, 2.3733, -0.4369], [2.3847, -0.9475, -0.7485], [-0.1064, -0.6040, -2.0179], [1.7733, -1.5254, 0.2435], [-0.0505, 0.5840, 0.9128], [-1.5070, -0.5413, 0.7216], [-0.7893, 1.1489, 0.4566], [-0.4397, 0.5272, 0.4320], [0.2867, 0.6174, -0.0112], [-0.6251, 0.3067, 0.1716], [-0.1805, -1.8262, -0.3985], [0.6413, 0.1676, 0.8143], [-3.0620, 0.2201, -0.3219], [0.3685, 0.1285, 0.3289], [-0.5763, 1.0649, 0.1906]],
  "mulliken_charge": [0.36, -0.34, -0.94, -0.02, -0.92, -1.11, 0.37, 0.36, 0.37, 0.35, -0.37, 0.12, 0.28, 0.28, 0.47, 0.34, 0.40],
  "lumo_ev": [-1.79, -1.91],
  "total_charge": 0,
  "e_homo_ha": [-0.3292, -0.3055],
  "gap_ev": [7.16, 6.41]
}


No. 2
{
  "formula": "C3H10NS",
  "method": "ωB97M-V with the def2-TZVPD basis set",
  "symbols": ["H", "H", "S", "H", "H", "C", "H", "N", "C", "H", "H", "H", "H", "C", "H"],
  "xyz": [[-1.59336, -0.15529, -0.58588], [-0.18332, 2.55792, -0.51885], [-0.11750, -1.34775, -0.22222], [0.51412, 1.09815, -1.09582], [-1.85907, 1.15638, -1.61293], [-0.23486, 1.47976, -0.40404], [-0.74621, 0.88890, 1.53980], [-1.53096, 0.89673, -0.68188], [0.84952, -0.40481, 0.87579], [1.85314, -0.29229, 0.46530], [0.83885, -0.82356, 1.87513], [0.61752, -3.98264, -1.44421], [0.77541, 1.70672, 1.56430], [0.17242, 1.02894, 0.96519], [0.64428, -3.80715, -0.71967]],
  "forces_ev_per_angstrom": [[-0.4851, 0.3225, 0.6748], [-0.6667, 0.2378, 0.0697], [-0.3753, -0.0240, -0.2708], [0.1344, 0.3795, -0.4779], [0.1488, -0.3831, -0.1673], [0.7036, -0.1385, 0.4827], [0.0620, 0.0790, 0.1067], [0.5166, -0.0525, -0.7157], [0.5158, 0.1728, -0.2319], [-0.0005, -0.0167, 0.1190], [-0.0155, -0.1130, 0.1886], [0.0052, 0.0624, 0.0094], [0.5255, -0.1732, -0.3438], [-1.0894, -0.2795, 0.4991], [0.0205, -0.0737, 0.0575]],
  "mulliken_charge": [0.16, 0.43, 0.14, 0.39, 0.29, -0.46, 0.38, -0.39, -0.45, 0.39, 0.40, 0.15, 0.38, -0.70, -0.12],
  "lumo_ev": -8.69,
  "total_charge": 1,
  "e_homo_ha": -0.5586,
  "gap_ev": 6.51
}


No. 3
{
  "formula": "C3H10NS",
  "method": "ωB97M-V with the def2-TZVPD basis set",
  "symbols": ["H", "H", "H", "H", "N", "S", "C", "H", "H", "H", "H", "C", "H", "C", "H"],
  "xyz": [[0.00412, 0.53036, -2.02360], [1.23032, 0.97909, -0.09741], [-0.99500, -0.35518, -3.23736], [-0.66516, 2.07329, 0.99369], [-0.51021, -1.28803, -1.38933], [1.22312, -1.25050, 0.82963], [0.92539, 0.61660, 0.87599], [-0.63879, 0.86099, 2.28264], [1.52871, -1.16957, 2.12948], [1.57770, 0.98932, 1.65154], [-0.05486, -1.07428, -0.42012], [-0.63436, -0.33557, -2.21697], [-1.20475, -2.02881, -1.34594], [-0.50047, 1.02278, 1.22028], [-1.28576, 0.42952, 0.74748]],
  "forces_ev_per_angstrom": [[-0.3428, 0.0161, 0.1222], [0.2836, 0.2473, -0.0695], [-1.0656, -0.5163, 0.2436], [0.0031, 0.0850, 0.0342], [-1.6761, 1.1186, 1.2746], [1.1220, 1.3132, 1.3087], [-0.3987, -0.5937, -0.4527], [-0.1853, 0.1515, 0.2361], [-0.2517, -0.7282, 0.1261], [0.4214, 0.1633, -0.2163], [-0.8916, -0.8636, -1.3210], [2.4346, 0.6239, -0.7756], [0.4284, -0.6471, -0.5194], [0.0117, -0.4210, 0.2555], [0.1070, 0.0510, -0.2464]],
  "mulliken_charge": [0.18, 0.29, 0.31, 0.30, -0.07, -0.28, -0.71, 0.33, 0.22, 0.43, 0.15, 0.03, 0.30, -0.83, 0.35],
  "lumo_ev": -5.55,
  "total_charge": 1,
  "e_homo_ha": -0.5063,
  "gap_ev": 8.23
}


No. 4
{
  "formula": "C3H10NS",
  "method": "ωB97M-V with the def2-TZVPD basis set",
  "symbols": ["H", "H", "H", "H", "C", "N", "H", "H", "C", "H", "H", "S", "C", "H", "H"],
  "xyz": [[-2.40303, 0.70366, 0.20716], [0.32336, 1.96759, 2.28683], [0.75539, -0.42313, -2.35854], [-1.59832, 0.11135, -0.93646], [-0.22475, 0.90951, 0.51722], [-1.54700, 0.14299, 0.08995], [-0.44757, 1.93476, 0.20276], [1.65889, -0.09928, 0.65236], [-0.25157, 1.05806, 2.01866], [-0.38503, 0.22087, 2.70543], [1.46463, 0.81736, -0.89717], [0.68571, -1.24463, -1.21911], [0.98617, 0.21995, -0.14409], [-1.24204, 1.68906, 2.17324], [-1.61313, -0.77216, 0.52202]],
  "forces_ev_per_angstrom": [[0.3264, -0.1634, 1.2425], [0.8784, -1.3525, 0.3034], [-0.2072, -1.2944, 0.9446], [0.7569, -1.0583, 0.1491], [-1.3418, -0.4992, -0.1367], [-0.0547, 1.9031, -0.9641], [0.5024, -0.3298, -0.7208], [0.1706, 0.2199, -0.2465], [-3.1029, 3.0289, 0.3352], [0.9356, 0.0048, -0.2204], [0.4540, 0.9188, 0.5916], [-0.0338, 1.0582, -1.0777], [-0.2850, -0.6781, 0.1351], [1.1788, -1.5230, -0.1179], [-0.1778, -0.2350, -0.2175]],
  "mulliken_charge": [0.38, 0.39, 0.19, 0.31, 0.41, -0.39, 0.35, 0.36, -1.32, 0.37, 0.34, -0.19, -0.89, 0.37, 0.34],
  "lumo_ev": -3.69,
  "total_charge": 1,
  "e_homo_ha": -0.5037,
  "gap_ev": 10.02
}


No. 5
{
  "formula": "C3H10NS2",
  "method": "ωB97M-V with the def2-TZVPD basis set",
  "symbols": ["H", "H", "C", "C", "H", "H", "H", "H", "H", "S", "C", "H", "N", "H", "H", "S"],
  "xyz": [[-1.97289, -0.98953, 0.11522], [1.05132, -0.38072, 2.22775], [0.95933, -0.20820, 0.40010], [-1.62613, -0.08671, 0.57265], [3.51006, 0.30502, 0.27809], [-0.34349, 1.47868, 0.69784], [-1.34059, 1.31381, -1.74288], [0.28549, 1.12339, -1.84501], [-2.48129, 0.74684, 0.52429], [2.38738, 0.74949, -0.09508], [-0.33543, 0.53572, 0.07649], [-1.41200, -0.32417, 1.59388], [-0.52406, 0.63257, -1.42047], [1.51581, -2.64025, 0.67891], [-0.63434, -0.35024, -1.78118], [0.96082, -1.90569, -0.28060]],
  "forces_ev_per_angstrom": [[0.0056, -0.5024, -0.6133], [-0.5297, 0.4433, -3.9596], [1.4488, -1.8607, 3.7743], [-1.4230, 1.9257, 0.4924], [1.6366, -1.9079, 1.1663], [0.5594, -0.2428, -1.7835], [1.5246, -2.2104, 1.1105], [0.0114, -0.8209, -0.0197], [1.7875, -1.9243, 0.1624], [-2.8057, 2.8205, -1.5260], [-0.8719, 0.2161, 1.5490], [-0.3954, -0.0836, 0.8137], [-0.5420, 2.5080, -1.2055], [0.0744, 0.2082, 0.3865], [0.0175, 1.2097, 0.0380], [-0.4980, 0.2215, -0.3854]],
  "mulliken_charge": [0.42, 0.33, -0.08, -1.36, 0.17, 0.29, 0.42, 0.39, 0.36, -0.21, -0.26, 0.40, -0.29, 0.21, 0.41, -0.20],
  "lumo_ev": -4.52,
  "total_charge": 1,
  "e_homo_ha": -0.4775,
  "gap_ev": 8.47
}


No. 6
{
  "formula": "C3H10NS3",
  "method": "ωB97M-V with the def2-TZVPD basis set",
  "symbols": ["C", "C", "H", "H", "S", "C", "S", "H", "H", "H", "H", "H", "H", "H", "N", "S", "H"],
  "xyz": [[-0.52627, -0.39564, 1.08029], [-1.31745, 0.58296, 0.43327], [-2.97498, -0.73337, -0.06863], [-1.70596, 1.22132, 1.27853], [2.81357, 0.29972, 0.91964], [-2.29891, -0.00651, -0.60114], [1.72964, -1.98604, -0.66009], [-0.63197, -1.49661, 0.96992], [-0.73139, 1.35302, -0.14841], [3.30726, 1.30392, -0.00193], [1.89122, -2.06137, 0.70055], [-2.90529, 0.65495, -1.16738], [2.32160, 1.33323, -1.53635], [-1.74088, -0.47832, -1.43941], [1.60476, -0.30022, -0.22595], [1.07049, 0.78966, -1.50380], [0.09456, -0.08070, 1.97090]],
  "forces_ev_per_angstrom": [[2.5094, -0.0880, 1.1610], [-1.1410, 0.7696, -0.9390], [0.6693, 0.5161, -0.9054], [-0.1143, -0.3785, -0.7283], [0.0691, 1.5262, -2.1340], [-0.0095, -1.5843, 0.6326], [0.5731, 0.2126, 1.2205], [-0.0280, 0.8971, -0.2949], [0.3127, -0.3573, 0.8446], [-0.3237, -1.4594, 1.6101], [-0.0297, -1.3650, -0.8273], [-0.6360, 1.2204, 0.1839], [-0.6737, 0.1249, -0.6307], [-0.0689, -0.3029, 0.8858], [-1.9268, 1.2546, 0.1211], [1.5907, -0.6263, 0.8617], [-0.7729, -0.3596, -1.0617]],
  "mulliken_charge": [-0.18, -0.18, 0.32, 0.34, 0.09, -1.09, 0.04, 0.34, 0.23, 0.14, 0.18, 0.40, 0.11, 0.28, -0.32, 0.00, 0.31],
  "lumo_ev": [-5.84, -5.84],
  "total_charge": 1,
  "e_homo_ha": [-0.4771, -0.4771],
  "gap_ev": [7.14, 7.14]
}


Relative energy (zero: lowest compared OMol25 entry of this formula, charge and spin) for the records above, in order: 57.95; 121.79; 48.60; 29.69; 104.41; 86.07 kcal per mole